(1)
59
Properties=species:S:1:pos:R:3:lowdin_charge:R:1 method="wB97M-V/def2-TZVPD" s_squared=0.79 orbital_gap_ev="6.553 / 5.659" multiplicity=2 max_force_ev_per_a=0.41 e_above_lowest_kj_mol=48.7 e_homo_ha="-0.314 / -0.315" total_charge=0 energy_ha=-4965.1244
Ru 0.433 -1.203 -1.323 1.3276
C 4.247 2.186 3.500 -0.0395
C 2.989 2.502 2.678 -0.5563
C 3.414 2.774 1.235 -0.0564
C 2.310 3.761 3.234 -0.0415
C 2.022 1.324 2.773 -0.1511
C 1.538 0.926 4.037 -0.0189
C 0.692 -0.147 4.199 -0.0623
C 0.308 -0.851 3.060 -0.4374
S -0.675 -2.277 2.934 1.1653
C -0.441 -2.265 1.239 -0.5296
N 0.290 -1.283 0.784 -0.0260
C 0.753 -0.460 1.799 -0.2692
C 1.615 0.628 1.655 -0.0016
C -0.901 -3.238 0.261 -0.2289
C -1.636 -4.382 0.522 -0.0216
C -1.935 -5.242 -0.526 -0.0578
C -1.496 -4.966 -1.814 -0.0590
C -0.761 -3.814 -2.083 -0.0669
C -0.477 -2.940 -1.042 -0.1943
H 4.951 3.018 3.438 0.0875
H 4.741 1.290 3.121 0.0916
H 4.013 2.024 4.553 0.0777
H 4.101 3.622 1.216 0.0900
H 2.561 3.024 0.601 0.0796
H 3.932 1.917 0.799 0.0875
H 2.994 4.610 3.174 0.0871
H 2.021 3.638 4.278 0.0776
H 1.413 4.003 2.661 0.0909
H 1.849 1.472 4.918 0.1123
H 0.348 -0.442 5.181 0.1133
H 1.959 0.893 0.667 0.0638
H -1.967 -4.607 1.529 0.1129
H -2.508 -6.140 -0.335 0.1103
H -1.727 -5.652 -2.619 0.1106
H -0.425 -3.595 -3.088 0.1052
O -0.178 -0.464 -5.335 0.1037
C -0.365 -0.555 -4.143 -0.5633
O 0.376 -1.258 -3.329 -0.1662
C -1.583 0.111 -3.533 -0.0563
C -1.929 -0.179 -2.105 -0.2650
C -3.190 0.469 -1.666 -0.1159
C -3.900 1.331 -2.420 0.1005
C -3.445 1.598 -3.726 -0.0679
C -2.315 0.978 -4.280 0.0813
N -4.210 2.538 -4.539 -0.3524
O -3.811 2.760 -5.664 0.0950
O -5.198 3.038 -4.031 0.0833
N -3.634 0.145 -0.321 -0.3332
O -2.935 -0.643 0.301 0.0748
O -4.635 0.675 0.110 0.1068
H -2.025 -1.267 -1.967 0.1405
H -4.799 1.797 -2.042 0.1399
H -2.022 1.179 -5.300 0.1405
S -0.427 1.810 -0.794 0.8437
C -0.720 0.323 -1.261 -0.7926
Se 4.801 -1.956 0.250 0.6409
C 3.302 -1.467 -0.471 -0.9169
N 2.298 -1.069 -0.953 -0.0939



(2)
90
Properties=species:S:1:pos:R:3:lowdin_charge:R:1 method="wB97M-V/def2-TZVPD" s_squared=3.78 orbital_gap_ev="6.785 / 6.282" multiplicity=4 max_force_ev_per_a=1.10 e_above_lowest_kj_mol=27.1 e_homo_ha="-0.483 / -0.504" total_charge=+2 energy_ha=-5190.8750
V -0.690 -0.113 0.241 0.8030
C -1.490 1.615 3.689 -0.0117
C -1.922 0.230 3.312 -0.3244
C -2.576 -0.602 4.198 -0.0175
C -2.963 -1.869 3.778 -0.0090
C -2.745 -2.284 2.475 -0.0014
C -2.150 -1.386 1.607 -0.3961
N -1.691 -0.176 2.050 0.0357
N -1.915 -1.538 0.212 -0.1371
Si -3.249 -2.089 -0.864 0.3987
C -4.805 -1.396 -0.166 -0.1520
C -3.275 -3.921 -0.939 -0.1589
C -2.932 -1.365 -2.531 -0.1518
H -2.364 2.267 3.758 0.1007
H -0.797 2.031 2.960 0.0556
H -1.007 1.626 4.666 0.0971
H -2.774 -0.262 5.205 0.1286
H -3.456 -2.536 4.474 0.1274
H -3.051 -3.260 2.126 0.1161
H -5.128 -1.909 0.742 0.0403
H -5.614 -1.482 -0.896 0.0512
H -4.683 -0.334 0.070 0.0405
H -3.496 -4.372 0.031 0.0322
H -2.318 -4.319 -1.288 0.0385
H -4.049 -4.254 -1.636 0.0502
H -2.895 -0.272 -2.493 0.0344
H -3.759 -1.634 -3.196 0.0548
H -2.015 -1.736 -2.993 0.0241
O 1.445 0.477 -6.256 -0.0413
C 1.648 -0.751 -5.594 -0.1878
C 1.075 -0.641 -4.207 -0.1328
C 1.005 -1.753 -3.383 0.0233
C 0.513 -1.609 -2.104 -0.1129
N 0.085 -0.437 -1.623 -0.0188
C 0.087 0.629 -2.446 -0.1790
C 0.587 0.571 -3.725 0.0825
C -0.623 1.823 -1.888 -0.1742
C -0.869 2.974 -2.589 0.0758
C -1.642 3.986 -2.019 -0.1308
C -1.978 5.226 -2.819 -0.1902
O -2.697 4.866 -3.981 -0.0171
C -2.144 3.794 -0.744 0.0359
C -1.867 2.616 -0.082 -0.0552
N -1.123 1.645 -0.635 -0.0038
H 1.783 0.423 -7.155 0.1108
H 2.713 -0.993 -5.505 0.1411
H 1.164 -1.585 -6.110 0.1419
H 1.334 -2.728 -3.720 0.1397
H 0.445 -2.451 -1.428 0.1261
H 0.590 1.435 -4.371 0.1228
H -0.483 3.091 -3.593 0.1341
H -1.061 5.771 -3.058 0.1406
H -2.602 5.884 -2.215 0.1284
H -2.138 4.954 -4.759 0.1007
H -2.763 4.543 -0.268 0.1344
H -2.243 2.415 0.912 0.1169
C 1.854 4.085 2.711 -0.0445
C 1.993 3.045 3.622 -0.0522
C 1.929 1.728 3.191 -0.0977
C 1.745 1.445 1.832 -0.3212
C 1.622 2.501 0.921 -0.1334
C 1.674 3.816 1.360 -0.0570
Ge 1.788 -0.385 1.278 1.0928
C 1.849 -1.652 2.692 -0.3005
C 0.994 -1.549 3.797 -0.1147
C 1.094 -2.441 4.851 -0.0538
C 2.047 -3.452 4.814 -0.0454
C 2.906 -3.564 3.730 -0.0502
C 2.808 -2.675 2.669 -0.0865
C 3.040 -0.747 -0.118 -0.3154
C 3.275 -2.057 -0.557 -0.1423
C 4.252 -2.319 -1.504 -0.0618
C 4.997 -1.272 -2.039 -0.0544
C 4.771 0.031 -1.619 -0.0559
C 3.798 0.296 -0.662 -0.0861
H 1.904 5.111 3.054 0.1186
H 2.157 3.261 4.670 0.1200
H 2.042 0.927 3.910 0.1028
H 1.520 2.307 -0.141 0.0898
H 1.593 4.630 0.650 0.1136
H 0.255 -0.762 3.848 0.0751
H 0.436 -2.347 5.706 0.1143
H 2.125 -4.152 5.636 0.1183
H 3.659 -4.340 3.712 0.1176
H 3.504 -2.765 1.848 0.0882
H 2.708 -2.885 -0.148 0.1024
H 4.442 -3.337 -1.819 0.1162
H 5.767 -1.477 -2.771 0.1157
H 5.365 0.842 -2.021 0.1147
H 3.656 1.315 -0.325 0.0926



(3)
25
Properties=species:S:1:pos:R:3:lowdin_charge:R:1 method="wB97M-V/def2-TZVPD" orbital_gap_ev=8.802 max_force_ev_per_a=5.39 e_above_lowest_kj_mol=108.8 smiles="CCCNc1cnc(C(N)=O)cn1" e_homo_ha=-0.312 total_charge=0 energy_ha=-606.2420
C -1.685 3.229 1.498 -0.1208
C -1.399 3.347 0.009 -0.2896
C -0.346 2.332 -0.377 -0.2471
N -0.703 0.930 -0.401 0.0506
C -0.067 -0.223 -0.467 -0.3290
C -0.650 -1.535 -0.293 -0.0620
N -0.034 -2.670 -0.333 0.1189
C 1.328 -2.533 -0.245 -0.2055
C 2.173 -3.748 -0.279 -0.4146
N 1.307 -4.817 0.106 0.0898
O 3.402 -3.835 -0.665 -0.0106
C 1.879 -1.254 -0.397 -0.0402
N 1.221 -0.104 -0.514 0.1448
H -0.645 3.328 1.905 0.0862
H -2.243 2.382 1.724 0.0445
H -2.099 4.242 1.829 0.0958
H -2.389 3.266 -0.473 0.1100
H -0.900 4.374 -0.202 0.1421
H 0.546 2.464 0.239 0.1120
H -0.104 2.758 -1.471 0.1520
H -1.691 1.089 -0.557 0.1386
H -1.662 -1.482 -0.203 0.0786
H 1.513 -5.738 -0.393 0.1295
H 0.322 -4.654 0.486 0.1139
H 2.928 -1.149 -0.527 0.1121



(4)
12
Properties=species:S:1:pos:R:3:lowdin_charge:R:1 method="wB97M-V/def2-TZVPD" s_squared=8.75 orbital_gap_ev="8.274 / 9.343" multiplicity=6 max_force_ev_per_a=4.05 e_homo_ha="-0.655 / -0.689" total_charge=+2 energy_ha=-913.1350
C -0.872 -1.568 0.209 0.0035
O 0.214 -0.679 -0.062 -0.1417
C -0.058 0.612 -0.341 -0.3243
O 1.091 1.128 -0.796 -0.3121
Pm 2.581 -0.492 -1.996 1.8917
H -1.213 -1.384 1.233 0.1238
H -1.692 -1.398 -0.500 0.1165
H -0.471 -2.573 0.054 0.1116
H -1.023 0.904 -0.774 0.1890
O -0.068 1.891 1.041 -0.0413
H 0.435 1.448 1.735 0.0737
H 1.075 2.110 0.198 0.3097